{
  "formula": "C48H61NaO6",
  "method": "wB97M-V/def2-TZVPD",
  "relative_energy_kj_mol": 11.4,
  "total_charge": -2,
  "gap_ev": 4.727,
  "e_homo_ev": -1.0,
  "symbols": ["Na", "C", "O", "C", "C", "C", "C", "C", "C", "C", "C", "C", "C", "C", "C", "C", "C", "C", "C", "C", "C", "C", "C", "C", "C", "C", "C", "C", "C", "C", "C", "C", "C", "O", "C", "C", "C", "C", "C", "O", "C", "C", "C", "C", "C", "C", "O", "C", "C", "C", "C", "H", "H", "H", "H", "H", "H", "H", "H", "H", "H", "H", "H", "H", "H", "H", "H", "H", "H", "H", "H", "H", "H", "H", "H", "H", "H", "H", "H", "H", "H", "H", "H", "H", "H", "H", "H", "H", "H", "H", "H", "H", "H", "H", "H", "H", "H", "H", "H", "H", "H", "H", "H", "H", "H", "H", "H", "H", "H", "C", "C", "O", "O", "H", "H", "H"],
  "coordinates": [[1.83344, 1.84246, -1.01862], [1.59664, 3.00350, -4.21673], [1.55436, 1.88468, -3.35480], [0.45435, 1.05688, -3.35376], [-0.83827, 1.54727, -3.11113], [-1.21300, 3.00304, -2.80417], [-1.36784, 3.31094, -1.32872], [-2.59981, 3.17708, -0.70421], [-2.76936, 3.33812, 0.66540], [-1.62037, 3.62984, 1.40386], [-0.36641, 3.75167, 0.83640], [0.87079, 3.85044, 1.71137], [1.42607, 2.48078, 2.11444], [0.70458, 1.69451, 2.99996], [1.06155, 0.37898, 3.29556], [2.17882, -0.14535, 2.66335], [2.96157, 0.60293, 1.78466], [4.10528, -0.08336, 1.03863], [3.64664, -1.05846, -0.02934], [3.46393, -2.40563, 0.25012], [2.92953, -3.30221, -0.67601], [2.53405, -2.76172, -1.90657], [2.69665, -1.43080, -2.23884], [2.14486, -0.86879, -3.53729], [0.72533, -0.31096, -3.43479], [-0.34823, -1.19278, -3.34067], [-1.65305, -0.76023, -3.15077], [-1.86287, 0.61123, -3.04628], [-2.84262, -1.71766, -3.02704], [-3.55666, -1.49159, -1.68747], [-3.82642, -1.45772, -4.17491], [-2.40874, -3.18157, -3.09104], [3.33943, -0.53600, -1.32185], [3.56857, 0.68190, -1.61775], [2.69259, -4.78281, -0.38316], [3.46109, -5.65267, -1.38810], [1.19530, -5.10833, -0.49301], [3.15280, -5.16971, 1.02165], [2.58232, 1.92242, 1.55653], [3.28949, 2.68247, 0.63502], [4.34078, 3.43009, 1.19314], [0.19373, -0.43463, 4.26077], [0.58560, -1.91203, 4.25825], [-1.28975, -0.33267, 3.87103], [0.37019, 0.11725, 5.68146], [-0.20879, 3.64699, -0.58063], [0.94300, 3.77143, -1.14419], [-4.08657, 3.06147, 1.38839], [-3.87965, 1.91073, 2.38702], [-4.56206, 4.30847, 2.14472], [-5.19082, 2.64029, 0.41996], [0.79230, 2.96055, -4.95715], [2.56000, 2.98139, -4.73324], [1.50565, 3.91361, -3.62072], [-2.17704, 3.17570, -3.29502], [-0.49694, 3.69769, -3.23261], [-3.44722, 2.89626, -1.32336], [-1.69545, 3.70740, 2.48767], [0.60643, 4.37463, 2.63613], [1.63698, 4.42386, 1.18950], [-0.21215, 2.10360, 3.41001], [2.45111, -1.18387, 2.80982], [4.70528, -0.62709, 1.77697], [4.72893, 0.67766, 0.56817], [3.73590, -2.75031, 1.24432], [2.05624, -3.40915, -2.64147], [2.12541, -1.67596, -4.27794], [2.80558, -0.07793, -3.89210], [-0.12669, -2.25280, -3.39652], [-2.86060, 0.98707, -2.84368], [-3.85883, -0.45373, -1.55336], [-2.90997, -1.72899, -0.84390], [-4.45399, -2.12015, -1.63220], [-4.23671, -0.44770, -4.12413], [-4.66142, -2.16443, -4.13140], [-3.32643, -1.56602, -5.14123], [-1.70629, -3.42910, -2.29325], [-1.93480, -3.42270, -4.04665], [-3.28567, -3.82515, -2.97639], [3.13873, -5.44903, -2.41066], [3.30139, -6.71866, -1.18814], [4.53207, -5.44420, -1.33211], [0.81388, -4.88389, -1.49076], [0.61756, -4.51028, 0.21336], [1.01484, -6.17085, -0.29106], [4.22009, -4.98100, 1.15983], [2.97141, -6.23598, 1.18938], [2.61290, -4.61142, 1.78919], [5.08822, 2.77352, 1.65496], [3.96409, 4.12931, 1.94993], [4.80247, 3.98879, 0.37993], [0.44014, -2.35536, 3.27039], [-0.04304, -2.45442, 4.97014], [1.62882, -2.06212, 4.54670], [-1.45650, -0.46869, 2.80108], [-1.70074, 0.64706, 4.12196], [-1.86301, -1.07991, 4.43127], [1.40931, 0.03162, 6.01170], [-0.26401, -0.43378, 6.38404], [0.08910, 1.17069, 5.72347], [-3.19185, 2.20615, 3.18249], [-3.43207, 1.04864, 1.88952], [-4.83188, 1.62929, 2.85483], [-3.81647, 4.62704, 2.87575], [-5.49829, 4.10941, 2.67899], [-4.72303, 5.13856, 1.45176], [-4.92685, 1.72091, -0.10595], [-5.38765, 3.41358, -0.32779], [-6.11636, 2.45803, 0.97534], [-0.08430, -1.65897, 0.35022], [-0.51503, -0.19672, 0.24193], [-1.68108, 0.09503, 0.58840], [0.36292, 0.59388, -0.18635], [-0.77295, -2.22874, 0.98145], [0.93559, -1.73871, 0.72858], [-0.07011, -2.10331, -0.64984]],
  "atomic_forces_ev_per_a": [[0.315, 0.015, -0.197], [-0.121, -0.079, 0.075], [0.032, -0.030, -0.288], [0.071, 0.228, 0.129], [-0.072, -0.072, 0.083], [-0.001, -0.126, -0.106], [-0.152, -0.023, 0.062], [0.060, -0.040, -0.104], [-0.053, 0.068, 0.069], [0.029, -0.082, 0.049], [-0.050, -0.024, -0.032], [0.074, -0.077, 0.072], [-0.120, -0.034, -0.041], [-0.011, -0.093, -0.033], [-0.136, 0.129, -0.019], [0.112, -0.026, 0.030], [-0.138, -0.152, -0.115], [0.018, 0.086, 0.069], [-0.079, -0.110, 0.085], [0.045, 0.028, -0.007], [-0.019, 0.045, -0.020], [0.014, -0.016, -0.010], [-0.095, -0.030, 0.048], [-0.084, 0.037, -0.052], [-0.035, -0.043, 0.166], [0.044, -0.083, -0.006], [-0.034, 0.029, -0.012], [0.007, 0.023, 0.018], [0.084, 0.066, 0.091], [-0.078, -0.094, 0.030], [0.001, 0.026, -0.072], [0.009, -0.070, -0.053], [-0.130, 0.102, 0.057], [0.289, -0.077, -0.135], [-0.013, 0.064, 0.002], [0.031, -0.025, -0.038], [-0.024, -0.031, -0.015], [0.033, -0.027, 0.068], [-0.032, 0.186, 0.025], [0.168, 0.022, 0.131], [-0.076, -0.040, -0.004], [0.063, 0.004, -0.110], [-0.001, -0.086, -0.021], [-0.037, 0.053, 0.081], [0.037, -0.027, 0.048], [0.214, -0.109, 0.030], [-0.182, 0.516, -0.050], [0.092, -0.061, -0.034], [0.010, 0.002, 0.053], [0.011, 0.044, -0.001], [-0.065, 0.008, -0.054], [0.022, 0.008, -0.013], [0.013, 0.031, 0.005], [0.045, 0.025, -0.027], [0.007, 0.050, -0.005], [0.025, 0.006, 0.028], [0.018, -0.012, -0.004], [0.000, 0.013, 0.005], [0.014, 0.047, -0.014], [-0.010, -0.017, -0.035], [0.005, 0.011, 0.008], [0.021, 0.018, -0.024], [0.023, 0.027, 0.001], [0.019, -0.034, -0.032], [-0.003, -0.014, -0.001], [0.000, -0.007, 0.001], [0.015, 0.023, -0.035], [0.041, -0.018, 0.029], [0.017, 0.012, 0.025], [-0.007, -0.014, 0.016], [0.008, 0.036, -0.020], [0.076, 0.055, 0.019], [0.017, -0.002, -0.023], [0.025, 0.012, 0.019], [-0.003, -0.006, 0.006], [-0.016, -0.020, 0.001], [0.003, 0.036, 0.031], [-0.018, 0.007, 0.000], [-0.004, -0.001, -0.005], [-0.007, 0.021, 0.005], [-0.007, -0.003, 0.008], [-0.002, 0.001, 0.016], [0.015, -0.003, -0.008], [0.020, 0.007, 0.030], [-0.014, 0.002, 0.004], [0.004, -0.003, -0.023], [-0.001, -0.001, 0.000], [-0.031, 0.005, -0.024], [0.008, 0.027, 0.019], [0.036, 0.004, 0.009], [0.004, 0.004, -0.003], [0.000, 0.027, 0.005], [0.007, -0.006, 0.001], [-0.019, 0.012, 0.043], [0.051, -0.081, -0.036], [0.032, 0.009, 0.018], [-0.022, 0.026, -0.016], [-0.004, -0.009, -0.015], [0.000, 0.001, 0.004], [0.004, 0.019, -0.011], [-0.021, 0.037, 0.009], [-0.031, 0.004, -0.065], [0.011, -0.012, -0.006], [0.014, 0.001, -0.007], [-0.010, -0.004, 0.006], [-0.018, -0.006, 0.001], [0.039, -0.008, 0.030], [-0.008, 0.011, 0.023], [-0.008, 0.008, -0.003], [-0.014, -0.253, 0.004], [0.055, 0.283, 0.086], [-0.067, -0.140, 0.001], [-0.335, -0.332, 0.046], [-0.013, 0.011, -0.025], [-0.016, 0.048, -0.015], [-0.030, 0.034, -0.006]],
  "mulliken_charge": [0.52, -1.24, -0.45, 0.32, 0.53, -1.86, 0.84, -0.71, -0.25, -0.89, 0.65, -1.92, 0.78, -0.30, 0.32, -0.30, 0.60, -2.35, 0.87, -0.68, 0.28, -0.77, 0.94, -2.11, 0.59, -0.17, 0.45, -0.64, 2.65, -1.55, -2.01, -2.22, 0.43, -1.17, 2.29, -1.95, -1.57, -2.12, 0.24, -0.27, -1.10, 2.71, -1.96, -1.68, -2.13, 0.84, -1.16, 2.57, -1.52, -2.09, -1.98, 0.44, 0.24, 0.29, 0.65, 0.47, 0.26, 0.23, 0.56, 0.43, 0.22, 0.18, 0.50, 0.49, 0.27, 0.23, 0.61, 0.54, 0.23, 0.11, 0.13, 0.10, 0.55, 0.28, 0.48, 0.41, 0.33, 0.35, 0.47, 0.28, 0.48, 0.42, 0.32, 0.16, 0.56, 0.39, 0.44, 0.25, 0.31, 0.32, 0.24, 0.24, 0.48, 0.37, -0.02, 0.39, 0.51, 0.41, 0.46, 0.31, 0.29, 0.08, 0.53, 0.30, 0.46, 0.43, 0.14, 0.39, 0.45, 0.99, -1.00, -0.47, 0.41, 0.65, -0.73, -0.61]
}